The following is a quantum chemistry calculation of a structure of composition C24H15BBrCl2F6FeO7P3S, from the OMol25 dataset.

CARTESIAN COORDINATES (ANGSTROEM)
Br1 -0.51 3.25 -1.02
Fe1 -1.15 0.69 -1.27
Cl1 -1.14 -1.77 -1.91
Cl2 -4.52 -1.89 2.39
S1 -2.86 -0.10 0.34
P1 0.49 0.51 0.60
P2 -1.52 1.81 -4.67
P3 1.01 0.71 -3.83
F1 -3.92 -0.18 -2.55
F2 4.37 3.40 2.47
F3 -3.39 2.02 -2.04
F4 1.22 5.55 -0.29
F5 3.38 5.70 1.36
F6 3.17 1.05 2.10
O1 0.78 0.54 -2.36
O2 -2.13 3.23 -4.29
O3 -1.87 1.46 -6.04
O4 2.44 1.45 -3.98
O5 0.01 1.97 -4.30
O6 -2.02 0.77 -3.57
O7 0.86 -0.39 -4.80
C1 2.85 -0.79 -0.28
C2 -0.72 0.40 5.10
C3 0.03 0.32 2.39
C4 -2.86 -1.82 0.21
C5 -2.15 -2.57 -0.75
C6 -2.18 -3.95 -0.85
C7 1.68 4.42 0.27
C8 2.64 2.14 1.49
C9 1.60 -0.93 0.32
C10 -3.65 -4.01 1.03
C11 1.05 3.22 0.07
C12 -3.60 -2.63 1.10
C13 -0.97 1.19 2.84
C14 3.11 -3.18 -0.41
C15 0.65 -0.50 3.33
C16 0.28 -0.47 4.67
C17 2.81 4.50 1.07
C18 1.85 -3.34 0.16
C19 1.10 -2.22 0.51
C20 1.51 1.96 0.64
C21 3.26 3.32 1.70
C22 3.60 -1.90 -0.63
C23 -2.94 -4.69 0.05
C24 -1.34 1.23 4.18
B1 -2.95 0.77 -2.47
H1 -1.60 -4.44 -1.62
H2 3.22 0.21 -0.48
H3 -1.46 1.84 2.12
H4 -1.01 0.43 6.14
H5 1.44 -1.17 3.01
H6 -2.12 1.91 4.50
H7 0.11 -2.35 0.94
H8 -2.97 -5.77 -0.02
H9 -1.91 3.51 -3.39
H10 1.43 -4.33 0.30
H11 -4.25 -4.56 1.75
H12 2.70 1.38 -4.91
H13 0.78 -1.11 5.38
H14 3.69 -4.05 -0.70
H15 4.57 -1.77 -1.09

Computed properties:
2S+1 = 5
relative energy (zero: lowest compared OMol25 entry of this formula, charge and spin) = 2.265 eV
charge = -2
calculated total energy = -8255.172270 Eh
F_max = 0.8 eV Å⁻¹